{"formula": "C5H11NO", "method": "wB97M-V/def2-TZVPD", "elements": ["C", "C", "N", "C", "C", "C", "O", "H", "H", "H", "H", "H", "H", "H", "H", "H", "H", "H"], "xyz": [[-0.661, 2.088, -0.568], [0.539, 1.408, 0.072], [0.233, 0.015, 0.376], [1.348, -0.887, 0.450], [0.435, -0.915, -0.731], [-0.564, -2.020, -0.858], [-1.015, -2.618, 0.089], [-0.449, 3.143, -0.770], [-1.530, 2.024, 0.093], [-0.922, 1.606, -1.518], [1.424, 1.492, -0.586], [0.794, 1.896, 1.019], [2.350, -0.489, 0.284], [1.260, -1.683, 1.185], [0.814, -0.502, -1.667], [-0.866, -2.281, -1.893], [-1.762, -1.198, 2.840], [-1.429, -1.079, 2.183]], "atomic_forces_ev_per_a": [[-0.0456, 0.0089, -0.0112], [0.0604, 0.1262, -0.0327], [0.0014, 0.0660, 0.0444], [0.1970, -0.0629, 0.1430], [-0.0316, -0.0561, -0.2209], [-0.0864, -0.1774, 0.2852], [0.1759, 0.2412, -0.4350], [-0.0259, -0.1489, 0.0321], [0.1165, 0.0163, -0.0886], [0.0432, 0.0645, 0.1247], [-0.1141, -0.0425, 0.0838], [-0.0408, -0.0688, -0.1180], [-0.1681, -0.0380, 0.0141], [-0.0071, 0.1061, -0.1296], [-0.0712, -0.0596, 0.1445], [0.0153, 0.0087, 0.0993], [0.0177, 0.0233, -0.0254], [-0.0367, -0.0069, 0.0903]], "mulliken_charge": [-1.13, -0.46, -0.09, -0.48, 0.02, -0.26, -0.44, 0.38, 0.29, 0.29, 0.32, 0.35, 0.26, 0.24, 0.42, 0.32, 0.16, -0.19], "orbital_gap_ha": 0.384, "homo_ev": -9.53, "smiles": "CCN1C[C@H]1C=O.[H][H]", "relative_energy_ev": 3.137, "e_tot_ev": -8898.561, "charge": 0}


{"formula": "C5H11NO", "method": "wB97M-V/def2-TZVPD", "elements": ["C", "C", "C", "C", "N", "C", "O", "H", "H", "H", "H", "H", "H", "H", "H", "H", "H", "H"], "xyz": [[-2.305, -0.723, -1.374], [-1.688, -0.070, -0.132], [-0.201, 0.053, -0.172], [2.010, 1.575, 0.932], [0.576, -0.933, 0.301], [1.900, -0.892, 0.398], [2.448, 0.301, 0.071], [-2.050, -0.159, -2.278], [-1.921, -1.742, -1.501], [-3.398, -0.772, -1.303], [-2.117, 0.935, -0.010], [-1.986, -0.628, 0.768], [0.286, 0.761, -0.829], [1.758, 2.432, 0.271], [1.209, 1.500, 1.706], [2.971, 1.734, 1.409], [0.112, -1.727, 0.734], [2.396, -1.644, 1.010]], "atomic_forces_ev_per_a": [[-0.0633, -0.0703, -0.1236], [-0.0947, -0.0199, 0.0410], [-0.1373, -0.1756, -0.2273], [0.5242, -0.6222, -0.3314], [-0.2780, 0.2939, 0.1392], [-0.1265, 0.4721, 0.3899], [-0.6807, 1.0604, 0.7664], [-0.0188, -0.0832, 0.1517], [-0.0788, 0.1250, -0.0127], [0.1215, -0.0128, -0.0073], [0.0523, -0.1695, 0.0133], [-0.0025, 0.0616, -0.1388], [-0.0556, -0.0113, 0.2213], [0.2501, -0.9304, 0.1378], [0.5929, -0.6698, -0.8390], [-0.1179, 0.3237, 0.1448], [0.0785, 0.0874, -0.1144], [0.0348, 0.3411, -0.2107]], "mulliken_charge": [-1.06, -0.63, -0.33, -0.71, -0.02, -0.22, -0.39, 0.30, 0.28, 0.34, 0.23, 0.31, 0.43, 0.27, 0.32, 0.29, 0.23, 0.36], "orbital_gap_ha": 0.263, "homo_ev": -6.19, "relative_energy_ev": 4.159, "e_tot_ev": -8897.538, "charge": 0}


{"formula": "C5H11NO", "method": "wB97M-V/def2-TZVPD", "elements": ["C", "C", "N", "C", "C", "C", "O", "H", "H", "H", "H", "H", "H", "H", "H", "H", "H", "H"], "xyz": [[-2.119, 0.500, -0.805], [-1.425, -0.455, 0.170], [0.009, -0.209, 0.331], [0.482, 0.336, 1.588], [0.816, -0.472, -0.740], [2.307, -0.195, -0.608], [0.355, -0.916, -1.783], [-3.197, 0.537, -0.610], [-1.962, 0.176, -1.836], [-1.721, 1.515, -0.704], [-1.563, -1.486, -0.173], [-1.877, -0.375, 1.164], [0.168, -0.291, 2.432], [1.571, 0.372, 1.595], [0.111, 1.355, 1.758], [2.764, -0.485, -1.554], [2.770, -0.772, 0.200], [2.511, 0.866, -0.424]], "atomic_forces_ev_per_a": [[0.0143, 0.0306, -0.0315], [-0.1109, -0.0409, 0.0559], [0.1222, -0.0474, -0.2457], [0.0760, 0.0498, 0.0844], [-0.0489, -0.0083, 0.0349], [0.0425, -0.0128, -0.0597], [0.0924, 0.0477, 0.2379], [0.1656, -0.0491, -0.0161], [0.0233, 0.0839, 0.1549], [-0.0716, -0.0978, 0.0421], [0.0226, 0.1283, 0.0549], [0.1266, 0.0123, -0.1167], [-0.0175, 0.0725, -0.1594], [-0.1829, 0.0242, 0.0301], [-0.0064, -0.1424, -0.0444], [-0.0515, 0.0444, 0.1188], [-0.1178, 0.0591, -0.1167], [-0.0780, -0.1541, -0.0237]], "mulliken_charge": [-1.05, -0.61, 0.03, -1.02, 0.99, -1.39, -0.63, 0.36, 0.29, 0.28, 0.29, 0.43, 0.32, 0.39, 0.29, 0.30, 0.37, 0.36], "orbital_gap_ha": 0.369, "homo_ev": -9.16, "smiles": "CCN(C)C(C)=O", "relative_energy_ev": 0.402, "e_tot_ev": -8901.296, "charge": 0}


{"formula": "C5H11NO", "method": "wB97M-V/def2-TZVPD", "elements": ["C", "O", "C", "C", "N", "C", "C", "H", "H", "H", "H", "H", "H", "H", "H", "H", "H", "H"], "xyz": [[-2.412, 0.702, -1.829], [-1.782, 0.702, -0.576], [-0.430, 0.293, -0.678], [0.454, 0.907, 0.415], [1.209, -0.410, 0.374], [2.046, -0.897, 1.474], [-0.120, -1.045, 0.030], [-3.379, 1.209, -1.723], [-2.598, -0.321, -2.197], [-1.801, 1.218, -2.582], [1.706, -0.375, -0.519], [1.089, 1.784, 0.237], [0.021, 0.960, 1.436], [1.458, -0.917, 2.392], [2.907, -0.236, 1.600], [2.390, -1.908, 1.237], [-0.623, -1.214, 1.003], [-0.022, -1.994, -0.512]], "atomic_forces_ev_per_a": [[-0.3393, 0.0240, -0.3664], [0.2377, -0.0142, 0.0195], [-0.1574, -0.0080, 0.3138], [0.2368, 0.2225, 0.0831], [0.0994, -0.0254, -0.0562], [0.0096, -0.0081, 0.0828], [0.0912, -0.3415, -0.0456], [0.1439, -0.0778, 0.0078], [0.0495, 0.1589, 0.0895], [-0.0903, -0.0417, 0.1534], [0.0179, -0.0347, 0.0884], [-0.1358, -0.1628, -0.0144], [-0.0512, -0.0329, -0.1905], [0.0894, 0.0078, -0.1190], [-0.1206, -0.0821, -0.0108], [-0.0420, 0.1400, 0.0560], [-0.0110, 0.0930, -0.1517], [-0.0278, 0.1832, 0.0602]], "mulliken_charge": [-0.58, -0.16, -0.53, -0.51, 0.01, -0.87, -0.64, 0.26, 0.24, 0.27, 0.41, 0.29, 0.27, 0.32, 0.32, 0.33, 0.28, 0.31], "orbital_gap_ha": 0.249, "homo_ev": -6.20, "relative_energy_ev": 5.242, "e_tot_ev": -8896.455, "charge": 0}


{"formula": "C5H11NO", "method": "wB97M-V/def2-TZVPD", "elements": ["C", "N", "C", "O", "H", "H", "H", "C", "C", "C", "H", "H", "H", "H", "H", "H", "H", "H"], "xyz": [[2.790, 0.705, -0.180], [2.264, -0.377, 0.607], [1.445, -0.565, 1.465], [0.675, -0.874, 2.302], [1.988, 1.220, -0.721], [3.500, 0.305, -0.906], [3.313, 1.427, 0.456], [-1.821, -1.392, -0.122], [-1.134, -0.213, -0.808], [-1.318, 1.091, -0.034], [-1.422, -1.539, 0.888], [-1.675, -2.323, -0.681], [-2.900, -1.219, -0.035], [-0.062, -0.431, -0.917], [-1.526, -0.094, -1.826], [-2.380, 1.355, 0.037], [-0.938, 0.996, 0.991], [-0.800, 1.929, -0.516]], "atomic_forces_ev_per_a": [[0.0522, 0.2040, -0.1120], [-0.4250, -0.2058, 0.4981], [-0.0456, -0.0811, 0.0862], [0.5264, 0.2079, -0.5246], [0.1201, -0.0801, 0.0783], [-0.1156, 0.0512, 0.1132], [-0.0800, -0.0977, -0.1003], [-0.0209, -0.0554, 0.0284], [0.0451, -0.0031, -0.0534], [-0.0032, 0.0560, 0.0309], [-0.0826, 0.0180, -0.1596], [-0.0241, 0.1318, 0.0746], [0.1511, -0.0151, -0.0141], [-0.1708, 0.0273, 0.0052], [0.0547, -0.0151, 0.1386], [0.1521, -0.0399, -0.0061], [-0.0585, 0.0200, -0.1529], [-0.0753, -0.1227, 0.0695]], "mulliken_charge": [-0.61, -0.35, 0.67, -0.49, 0.23, 0.24, 0.33, -1.13, -0.07, -1.07, 0.24, 0.31, 0.35, 0.13, 0.34, 0.40, 0.21, 0.28], "orbital_gap_ha": 0.411, "homo_ev": -10.39, "smiles": "CN=C=O.CCC", "relative_energy_ev": 0.837, "e_tot_ev": -8900.860, "charge": 0}


{"formula": "C5H11NO", "method": "wB97M-V/def2-TZVPD", "elements": ["C", "C", "N", "C", "C", "C", "O", "H", "H", "H", "H", "H", "H", "H", "H", "H", "H", "H"], "xyz": [[0.731, 1.758, -1.716], [-0.306, 1.185, -0.682], [0.254, 0.109, 0.171], [1.521, 0.466, 0.815], [-0.473, -1.011, 0.515], [-1.794, -1.223, -0.098], [0.004, -1.838, 1.304], [0.318, 2.731, -2.437], [1.200, 0.819, -2.253], [1.553, 2.220, -1.102], [-0.694, 2.092, 0.113], [-1.227, 0.759, -1.415], [1.323, 1.349, 1.500], [2.550, 0.427, 0.026], [1.654, -0.249, 1.823], [-2.167, -2.039, 0.205], [-2.613, -0.209, 0.150], [-1.781, -1.012, -1.244]], "atomic_forces_ev_per_a": [[0.4137, 0.9262, -0.2070], [-2.4694, 1.2338, -0.6235], [0.0447, 0.9186, -1.1959], [1.4915, -1.8872, 2.4347], [2.0829, -0.3483, 1.2383], [-0.3007, 10.0150, -3.9021], [-0.8115, 0.7371, -0.7861], [0.9469, -3.3857, 1.9560], [-1.0255, 2.1793, 0.4758], [-0.5662, -0.3672, -0.8278], [0.7405, -2.3227, -2.4688], [2.3893, 1.3371, 2.5961], [0.7476, 0.1210, -1.7846], [-3.2682, 0.3696, 2.7650], [0.0079, 0.9650, -3.3536], [-2.9719, -6.1162, 1.9249], [2.4505, -3.1372, -0.1610], [0.0978, -1.2382, 1.9196]], "mulliken_charge": [-1.04, -0.28, 0.17, -1.01, 1.02, -1.38, -0.65, 0.29, 0.29, 0.30, 0.24, 0.18, 0.37, 0.25, 0.27, 0.45, 0.24, 0.28], "orbital_gap_ha": 0.367, "homo_ev": -9.24, "smiles": "CCN(C)C(C)=O", "relative_energy_ev": 4.397, "e_tot_ev": -8897.301, "charge": 0}


{"formula": "C5H11NO", "method": "wB97M-V/def2-TZVPD", "elements": ["C", "C", "N", "C", "C", "C", "O", "H", "H", "H", "H", "H", "H", "H", "H", "H", "H", "H"], "xyz": [[-0.111, -0.808, -2.068], [0.902, 0.040, -1.268], [0.288, 0.585, -0.092], [1.211, 0.668, 1.000], [0.024, -0.255, 1.058], [-1.374, -0.002, 1.627], [-1.744, 1.352, 1.618], [0.420, -1.360, -2.843], [-0.911, -0.234, -2.572], [-0.619, -1.522, -1.408], [1.962, -0.487, -0.806], [1.265, 0.888, -1.875], [2.149, 0.098, 0.620], [1.275, 1.622, 1.539], [0.305, -1.313, 1.045], [-2.081, -0.609, 1.024], [-1.457, -0.353, 2.659], [-1.502, 1.690, 0.741]], "atomic_forces_ev_per_a": [[0.4803, -0.1488, 0.1225], [1.3737, -0.8092, 0.2835], [-0.1948, 0.3127, -0.2069], [0.5812, -0.1807, 0.0073], [0.0483, -0.1019, -0.1558], [0.2666, -0.3206, 0.1965], [0.0829, 0.1490, -0.1828], [-0.0788, -0.1276, -0.0215], [0.5925, 0.1266, 0.4102], [0.2277, 0.0416, -0.1160], [-2.7416, 0.3718, -2.1277], [-0.0548, -0.3719, 0.1575], [-1.0265, 1.3381, 1.8327], [0.1922, -0.5854, -0.1173], [-0.1470, 0.1395, -0.3075], [0.2631, 0.1719, 0.1255], [0.0957, 0.0465, -0.0432], [0.0391, -0.0517, 0.1430]], "mulliken_charge": [-1.12, -0.27, -0.23, -0.51, 0.21, -0.62, -0.55, 0.36, 0.30, 0.30, 0.11, 0.27, 0.18, 0.27, 0.38, 0.20, 0.35, 0.37], "orbital_gap_ha": 0.388, "homo_ev": -9.44, "smiles": "CCN1C[C@H]1CO", "relative_energy_ev": 2.964, "e_tot_ev": -8898.734, "charge": 0}


{"formula": "C5H11NO", "method": "wB97M-V/def2-TZVPD", "elements": ["C", "C", "C", "N", "C", "C", "O", "H", "H", "H", "H", "H", "H", "H", "H", "H", "H", "H"], "xyz": [[1.774, 0.018, 0.239], [0.326, -0.280, 0.620], [-0.196, 0.718, 1.657], [-0.552, -0.379, -0.552], [-0.479, 0.561, -1.650], [-1.478, -1.377, -0.575], [-1.639, -2.214, 0.292], [1.899, 1.044, -0.129], [2.408, -0.091, 1.125], [2.140, -0.676, -0.525], [0.277, -1.278, 1.066], [-1.263, 0.566, 1.841], [0.333, 0.573, 2.606], [-0.035, 1.758, 1.344], [-0.636, 1.595, -1.319], [0.481, 0.503, -2.177], [-1.268, 0.317, -2.368], [-2.093, -1.356, -1.496]], "atomic_forces_ev_per_a": [[0.0318, 0.0157, -0.0370], [0.0797, -0.0579, 0.0999], [-0.0456, 0.0375, 0.0141], [-0.1489, -0.1940, 0.0323], [0.0141, 0.0973, -0.0824], [0.0600, -0.0124, 0.0757], [0.0158, 0.2254, -0.2005], [-0.0425, -0.1543, 0.0235], [-0.1052, 0.0269, -0.1412], [-0.0597, 0.0808, 0.0979], [0.0302, 0.1227, -0.0366], [0.1424, -0.0080, -0.0314], [-0.0586, 0.0512, -0.1638], [-0.0527, -0.1565, -0.0178], [0.0479, -0.1450, 0.0135], [-0.1122, 0.0233, 0.1236], [0.1373, 0.0732, 0.1148], [0.0661, -0.0260, 0.1154]], "mulliken_charge": [-1.52, 0.36, -1.33, 0.16, -0.83, 0.11, -0.58, 0.34, 0.42, 0.38, 0.33, 0.36, 0.38, 0.30, 0.29, 0.29, 0.30, 0.25], "orbital_gap_ha": 0.374, "homo_ev": -9.30, "smiles": "CC(C)N(C)C=O", "relative_energy_ev": 0.461, "e_tot_ev": -8901.236, "charge": 0}